A structure of composition C40H56F5N7O2S2SeV, computed with ωB97M-V/def2-TZVPD.

Last column: Mulliken charge in e.
Geometry (Å):
V (0.5423, -0.5251, 0.0807)  -0.41
N (2.5033, 1.9825, 2.7316)  -0.26
C (1.6681, 1.4000, 1.8425)  0.55
O (1.8050, 0.1948, 1.5805)  -0.54
C (0.5394, 2.2137, 1.2705)  -0.53
C (-0.1100, 1.5399, 0.0575)  0.06
H (3.3198, 1.4682, 3.0189)  0.27
H (2.5181, 2.9835, 2.8124)  0.23
H (0.9073, 3.2348, 1.0992)  0.50
H (-0.1766, 2.2956, 2.0993)  -0.02
H (0.2194, 2.0405, -0.8582)  -0.58
H (-1.1946, 1.6781, 0.1312)  0.29
F (-5.0343, -4.4477, -1.8801)  -0.33
C (-3.8749, -3.8031, -1.6971)  0.67
C (-2.6770, -4.4941, -1.7059)  0.16
F (-2.6756, -5.8185, -1.8961)  -0.31
C (-1.4842, -3.8216, -1.5208)  0.23
F (-0.3362, -4.5279, -1.5342)  -0.40
C (-1.4190, -2.4385, -1.3198)  0.18
O (-0.2789, -1.8170, -1.1706)  1.32
C (-2.6545, -1.7772, -1.3109)  -0.32
F (-2.6830, -0.4468, -1.1016)  -0.48
C (-3.8535, -2.4338, -1.4977)  0.04
F (-5.0019, -1.7471, -1.4825)  -0.32
N (1.7154, -1.7630, -3.1288)  -0.14
C (2.5377, -0.7278, -2.9029)  0.06
S (2.5061, 0.0779, -1.4354)  -0.40
N (3.3722, -0.4319, -3.9352)  0.12
C (4.3372, 0.5766, -4.1162)  0.72
C (5.2898, 0.3449, -5.1097)  -0.59
C (6.2571, 1.2903, -5.3967)  -0.58
C (6.2920, 2.4870, -4.6944)  -0.55
C (5.3394, 2.7197, -3.7158)  -0.74
C (4.3595, 1.7812, -3.4213)  0.10
H (0.9584, -1.9043, -2.4543)  -0.46
H (1.5671, -2.0880, -4.0705)  0.28
H (3.3574, -1.1026, -4.6882)  0.21
H (5.2718, -0.5903, -5.6587)  0.33
H (6.9867, 1.0875, -6.1698)  0.37
H (7.0479, 3.2291, -4.9131)  0.39
H (5.3447, 3.6536, -3.1680)  0.39
H (3.6154, 1.9870, -2.6698)  0.03
C (0.9939, 3.0100, 6.1679)  -1.40
C (-0.0461, 2.0452, 5.6167)  -0.26
C (0.4838, 0.6187, 5.5181)  -0.03
C (-0.5959, -0.3427, 5.0282)  -1.31
N (-0.0377, -1.5249, 4.3917)  0.59
C (-0.2366, -1.8821, 3.0957)  0.21
Se (-1.3309, -1.0074, 1.8809)  -0.38
N (0.5069, -2.9931, 2.8617)  0.62
C (0.5826, -3.6873, 1.5796)  -2.17
C (1.7693, -3.2638, 0.7240)  2.13
C (3.1517, -3.6426, 1.2395)  -0.48
C (4.2310, -3.1942, 0.2612)  -1.37
C (1.1542, -3.3734, 4.0287)  0.54
C (1.9663, -4.4571, 4.3249)  -0.40
C (2.4272, -4.5672, 5.6272)  -0.83
C (2.0823, -3.6292, 6.6022)  -0.79
C (1.2638, -2.5504, 6.3066)  -0.64
C (0.8099, -2.4381, 5.0014)  0.58
H (0.6142, 4.0312, 6.2022)  0.41
H (1.8923, 3.0057, 5.5468)  0.25
H (1.2927, 2.7307, 7.1799)  0.36
H (-0.3669, 2.3708, 4.6228)  0.10
H (-0.9409, 2.0620, 6.2466)  0.43
H (0.8798, 0.3155, 6.4906)  0.34
H (1.3197, 0.5932, 4.8129)  0.22
H (-1.1959, 0.1477, 4.2623)  0.25
H (-1.2732, -0.6505, 5.8286)  0.28
H (-0.3481, -3.4717, 1.0564)  0.20
H (0.6175, -4.7595, 1.7858)  0.51
H (1.7989, -2.1752, 0.5861)  -1.22
H (1.6192, -3.6834, -0.2745)  0.57
H (3.2058, -4.7263, 1.3905)  0.32
H (3.3276, -3.1796, 2.2142)  0.30
H (4.0755, -3.6457, -0.7208)  0.33
H (5.2262, -3.4741, 0.6079)  0.47
H (4.2037, -2.1114, 0.1257)  0.19
H (2.2305, -5.1881, 3.5742)  0.38
H (3.0623, -5.4007, 5.8945)  0.41
H (2.4537, -3.7509, 7.6107)  0.40
H (0.9842, -1.8372, 7.0691)  0.36
C (1.3471, 4.1481, -2.9031)  -0.72
C (1.7630, 4.1207, -4.3715)  0.08
C (0.6729, 4.5319, -5.3670)  -0.90
C (-0.3734, 3.4643, -5.6680)  -0.98
N (-1.2567, 3.1736, -4.5527)  0.07
C (-1.1890, 2.0580, -3.7941)  0.25
S (-0.1320, 0.7866, -4.0703)  -0.42
N (-1.9874, 2.0187, -2.7097)  0.85
C (-3.1215, 2.8762, -2.4372)  -1.56
C (-4.3301, 2.5957, -3.3256)  0.03
C (-5.4627, 3.5863, -3.0923)  -0.36
C (-6.6685, 3.3113, -3.9807)  -1.30
H (2.2173, 4.0132, -2.2574)  0.34
H (0.6452, 3.3537, -2.6535)  -0.28
H (0.8903, 5.1078, -2.6443)  0.43
H (2.1206, 3.1194, -4.6282)  0.05
H (2.6123, 4.7966, -4.5051)  0.34
H (1.1432, 4.7862, -6.3213)  0.38
H (0.1808, 5.4497, -5.0212)  0.36
H (0.1182, 2.5276, -5.9268)  0.47
H (-0.9863, 3.7690, -6.5208)  0.37
H (-1.7634, 3.9551, -4.1687)  0.19
H (-1.9069, 1.1621, -2.1816)  -0.67
H (-2.8312, 3.9316, -2.5051)  0.30
H (-3.3854, 2.7196, -1.3900)  0.48
H (-4.6787, 1.5781, -3.1264)  0.23
H (-4.0227, 2.6190, -4.3753)  0.32
H (-5.0979, 4.6037, -3.2696)  0.34
H (-5.7637, 3.5512, -2.0406)  0.30
H (-6.3970, 3.3706, -5.0363)  0.33
H (-7.4704, 4.0275, -3.8006)  0.38
H (-7.0656, 2.3114, -3.7983)  0.31

Computed properties:
Multiplicity: 2
Energy above the lowest of the compared OMol25 structures with the same formula, charge and spin, eV: 0.0000
M, g/mol: 955.963
LUMO level (spin up / spin down), eV: 0.406 / 0.406
Expectation value of S²: 0.77
Orbital gap (spin up / spin down), Eh: 0.22190 / 0.19925
Charge: 0
Electronic energy, hartree: -6732.79732


A cluster of 7 separate species, C33H42F19NO13 in total in a non-equilibrium geometry, computed with ωB97M-V/def2-TZVPD.

Last column: Mulliken charge in e.
Geometry (Å):
C (-0.9896, -0.6016, 6.2938)  -0.21
C (-0.5181, 0.4114, 5.8332)  -0.75
C (-0.0252, 1.6848, 5.1878)  0.13
C (0.6408, 1.6268, 3.7875)  -0.16
C (-0.0449, 2.8630, 3.0768)  0.07
O (0.1210, 3.1349, 1.9092)  -0.68
N (-0.8576, 3.5210, 4.0075)  -0.22
C (-1.3740, 2.4843, 4.9256)  -0.12
C (-2.4021, 1.6614, 4.0621)  -0.67
C (-3.7237, 1.2934, 4.8101)  -0.59
C (-4.4331, 0.1870, 3.9583)  -0.48
F (-4.3072, 0.4966, 2.5787)  -0.34
H (-1.5697, -1.4510, 6.6303)  0.41
H (0.5334, 2.2513, 5.9552)  0.58
H (0.4901, 0.6603, 3.2861)  -0.09
H (1.7087, 1.9288, 3.7266)  0.30
H (-1.5389, 4.1795, 3.6438)  0.34
H (-1.7164, 2.8859, 5.8948)  0.42
H (-1.9552, 0.7677, 3.5883)  0.29
H (-2.7099, 2.3272, 3.2294)  0.34
H (-4.4156, 2.1507, 4.9151)  0.32
H (-3.5288, 0.8516, 5.8111)  0.32
H (-5.4833, 0.0176, 4.2515)  0.38
H (-3.8223, -0.7304, 4.1081)  0.30
C (3.6277, -1.7771, -1.1139)  -0.87
C (3.8152, -1.0689, 0.2111)  -0.53
O (2.6182, -1.1433, 1.0063)  -0.22
C (2.4253, -2.2821, 1.6720)  0.28
O (3.1577, -3.2277, 1.6618)  -0.53
C (1.1342, -2.1922, 2.4890)  0.97
F (0.1191, -1.6801, 1.7718)  -0.27
F (1.2910, -1.3996, 3.5657)  -0.25
F (0.7355, -3.3861, 2.9315)  -0.26
H (2.7555, -1.3802, -1.6376)  0.31
H (4.5069, -1.6489, -1.7439)  0.29
H (3.4595, -2.8450, -0.9703)  0.35
H (4.0033, -0.0090, 0.0428)  0.37
H (4.6674, -1.4652, 0.7650)  0.33
C (0.9252, -0.9171, -7.3058)  -1.15
C (0.8461, -1.6692, -5.9937)  -0.16
O (2.1025, -2.3002, -5.6829)  -0.31
C (3.0345, -1.5145, -5.1461)  0.19
O (2.9105, -0.3476, -4.9106)  -0.51
C (4.2890, -2.3326, -4.8285)  1.09
F (4.6412, -3.1390, -5.8433)  -0.24
F (4.0987, -3.1120, -3.7513)  -0.25
F (5.3453, -1.5541, -4.5662)  -0.27
H (1.2627, -1.5789, -8.1056)  0.30
H (-0.0509, -0.5108, -7.5712)  0.39
H (1.6372, -0.0931, -7.2463)  0.32
H (0.1141, -2.4724, -6.0689)  0.32
H (0.5333, -1.0208, -5.1743)  0.31
C (1.9895, 5.5196, 3.1301)  -0.60
C (3.4234, 5.1754, 3.4720)  -0.28
O (4.1659, 6.3501, 3.8472)  -0.32
C (3.9976, 6.7707, 5.1007)  0.35
O (3.2895, 6.2555, 5.9169)  -0.51
C (4.8775, 7.9959, 5.3652)  0.87
F (4.8006, 8.8929, 4.3694)  -0.25
F (6.1692, 7.6438, 5.4853)  -0.25
F (4.5287, 8.6227, 6.4915)  -0.24
H (1.9549, 6.2899, 2.3572)  0.35
H (1.4588, 4.6353, 2.7720)  0.03
H (1.4598, 5.9115, 3.9997)  0.30
H (3.9257, 4.7664, 2.5957)  0.32
H (3.4815, 4.4230, 4.2607)  0.33
C (-6.7314, 1.6203, 0.6516)  -0.87
C (-6.4798, 3.0656, 0.2796)  -0.35
O (-7.7100, 3.7429, -0.0358)  -0.31
C (-8.4273, 4.1638, 1.0054)  0.35
O (-8.1308, 4.0205, 2.1566)  -0.52
C (-9.6787, 4.8994, 0.5173)  0.90
F (-10.3020, 4.2304, -0.4655)  -0.25
F (-9.3656, 6.1145, 0.0360)  -0.25
F (-10.5647, 5.0761, 1.5007)  -0.24
H (-7.2898, 1.1136, -0.1385)  0.34
H (-5.7895, 1.0966, 0.8096)  0.20
H (-7.3261, 1.5445, 1.5632)  0.35
H (-5.8652, 3.1154, -0.6185)  0.34
H (-5.9434, 3.5969, 1.0670)  0.33
C (7.8580, -4.4025, -4.7206)  -1.11
C (7.6736, -4.8761, -6.1473)  -0.22
O (8.3111, -6.1492, -6.3530)  -0.31
C (7.6294, -7.2176, -5.9369)  0.35
O (6.5532, -7.1938, -5.4147)  -0.50
C (8.4090, -8.4955, -6.2607)  0.88
F (9.7056, -8.3892, -5.9289)  -0.25
F (8.3554, -8.7718, -7.5750)  -0.25
F (7.9185, -9.5532, -5.6104)  -0.24
H (8.9177, -4.3811, -4.4594)  0.37
H (7.4418, -3.4027, -4.5937)  0.29
H (7.3655, -5.0735, -4.0156)  0.31
H (8.1535, -4.1793, -6.8339)  0.35
H (6.6195, -4.9277, -6.4222)  0.33
C (-5.6306, -3.1935, 0.5206)  -0.93
C (-6.5378, -3.3823, -0.6757)  -0.25
O (-6.3000, -2.3590, -1.6582)  -0.31
C (-5.2437, -2.5480, -2.4535)  0.36
O (-4.5008, -3.4844, -2.4038)  -0.52
C (-5.1319, -1.4124, -3.4763)  0.90
F (-5.2915, -0.2010, -2.9184)  -0.22
F (-6.0673, -1.5321, -4.4334)  -0.26
F (-3.9432, -1.4091, -4.0869)  -0.25
H (-5.7449, -2.1862, 0.9264)  0.13
H (-5.8665, -3.9202, 1.2987)  0.39
H (-4.5820, -3.3116, 0.2454)  0.32
H (-7.5796, -3.2806, -0.3732)  0.34
H (-6.4255, -4.3733, -1.1177)  0.32

Computed properties:
M, g/mol: 1021.655
LUMO level, eV: 0.261
Orbital gap, Eh: 0.37582
Charge: 0
Electronic energy, hartree: -4213.02394


A structure of composition C33H26N2O4ScSi in a non-equilibrium geometry, computed with ωB97M-V/def2-TZVPD.

Last column: Mulliken charge in e.
Geometry (Å):
Sc (0.5493, 1.0432, 0.4262)  0.40
O (2.5840, 1.3338, 0.7962)  -0.64
C (3.5710, 1.8687, 0.1748)  0.56
C (4.8672, 1.2909, 0.2355)  -0.48
C (5.9486, 1.8682, -0.3789)  -0.53
C (5.8157, 3.0710, -1.0734)  -0.56
C (4.5778, 3.6652, -1.1606)  -0.75
C (3.4461, 3.0902, -0.5737)  0.58
C (2.1757, 3.7473, -0.6239)  -0.53
N (1.0851, 3.1393, -0.2936)  0.29
N (-0.0561, 3.9110, -0.1803)  -0.74
C (-0.9202, 3.3988, 0.6615)  0.56
O (-0.7198, 2.3297, 1.3471)  -0.81
C (-2.2038, 4.1347, 0.7836)  0.31
C (-3.2963, 3.5551, 1.4243)  -0.34
C (-4.5087, 4.2176, 1.4746)  -0.67
C (-4.6509, 5.4666, 0.8935)  -0.32
C (-3.5656, 6.0537, 0.2616)  -0.63
C (-2.3518, 5.3964, 0.2103)  -0.28
H (4.9726, 0.3556, 0.7674)  0.44
H (6.9140, 1.3755, -0.3396)  0.36
H (6.6783, 3.5242, -1.5424)  0.37
H (4.4644, 4.5929, -1.7065)  0.36
H (2.1498, 4.8119, -0.8800)  0.32
H (-3.1833, 2.5771, 1.8661)  0.46
H (-5.3566, 3.7527, 1.9573)  0.38
H (-5.6034, 5.9778, 0.9205)  0.37
H (-3.6691, 7.0242, -0.2050)  0.37
H (-1.4983, 5.8360, -0.2808)  0.45
C (-2.3827, -2.4865, -4.4395)  -0.36
C (-1.1351, -2.3873, -3.8451)  -0.75
C (-0.9972, -1.7513, -2.6247)  0.01
C (-2.0873, -1.2125, -1.9472)  -0.13
C (-3.3305, -1.3336, -2.5600)  -0.38
C (-3.4825, -1.9531, -3.7878)  -0.55
Si (-1.8307, -0.3004, -0.2495)  1.01
C (-1.9601, -1.8472, 0.9401)  0.17
C (-2.8066, -1.8400, 2.0478)  -0.39
C (-2.8316, -2.8867, 2.9528)  -0.57
C (-1.9695, -3.9610, 2.8064)  -0.58
C (-1.1169, -3.9910, 1.7157)  -0.50
C (-1.1423, -2.9650, 0.7870)  -0.34
H (-2.4948, -2.9682, -5.4032)  0.35
H (-0.2640, -2.8007, -4.3394)  0.38
H (-0.0122, -1.6472, -2.1894)  0.24
H (-4.1986, -0.9245, -2.0635)  0.29
H (-4.4653, -2.0228, -4.2393)  0.36
H (-3.2891, 0.1281, -0.0884)  -0.41
H (-3.4715, -0.9984, 2.1916)  0.30
H (-3.5217, -2.8633, 3.7871)  0.36
H (-1.9699, -4.7666, 3.5320)  0.37
H (-0.4314, -4.8202, 1.5826)  0.37
H (-0.5016, -3.0323, -0.0817)  0.51
O (0.9667, -0.6483, 1.5634)  -0.77
C (1.4643, -1.1975, 0.5452)  1.61
O (1.4236, -0.6399, -0.5850)  -0.81
C (2.0620, -2.5563, 0.6693)  0.12
C (2.2513, -3.3512, -0.4568)  -0.17
C (2.7888, -4.6193, -0.3226)  -0.74
C (3.1529, -5.0877, 0.9296)  -0.39
C (2.9822, -4.2898, 2.0481)  -0.65
C (2.4219, -3.0320, 1.9241)  -0.36
H (1.9516, -2.9684, -1.4210)  0.44
H (2.9199, -5.2484, -1.1908)  0.42
H (3.5674, -6.0796, 1.0389)  0.40
H (3.2755, -4.6531, 3.0230)  0.39
H (2.2495, -2.4031, 2.7853)  0.44

Computed properties:
Energy above the lowest of the compared OMol25 structures with the same formula, charge and spin, eV: 0.7676
M, g/mol: 587.623
LUMO level, eV: 2.643
Orbital gap, Eh: 0.26768
Charge: -1
Electronic energy, hartree: -2734.06974


A cluster of 2 separate species, C3H10NS2 in total, computed with ωB97M-V/def2-TZVPD.

Last column: Mulliken charge in e.
Geometry (Å):
C (-1.0689, 1.5997, -1.7576)  -0.73
C (1.2733, 2.1779, -1.5457)  -0.08
N (0.2075, 1.7243, -1.0317)  0.10
H (-1.8837, 1.8027, -1.0690)  0.32
H (-1.1554, 0.6003, -2.1641)  0.32
H (-1.0769, 2.3355, -2.5561)  0.33
H (1.2518, 2.5725, -2.5565)  0.26
H (2.1860, 2.2086, -0.9664)  0.30
H (0.2579, 1.3212, -0.0950)  0.14
C (0.9984, -1.6403, -0.4887)  -0.66
S (-0.6267, -1.3043, 0.2619)  -0.09
S (-0.1344, -0.4216, 2.0483)  -0.23
H (1.6492, -0.7716, -0.4210)  0.20
H (0.7950, -1.8642, -1.5358)  0.28
H (1.4594, -2.4945, -0.0117)  0.36
H (0.0590, -1.5213, 2.7899)  0.20

Computed properties:
Energy above the lowest of the compared OMol25 structures with the same formula, charge and spin, eV: 1.1176
M, g/mol: 124.254
LUMO level, eV: -5.110
Orbital gap, Eh: 0.28553
Charge: +1
Electronic energy, hartree: -971.15347